Entry 1:
The following is a DFT calculation (ωB97M-V with the def2-TZVPD basis set) of a structure of composition C3H8BrCuO3S.

## Properties
Kohn-Sham gap (spin up / spin down): 8.064 / 6.441 eV
multiplicity: 3
net charge: 0
ΔE to the lowest compared entry with this formula, charge and spin: 0.00 kcal per mole

Each line ends with the Mulliken spin population.
Geometry (Å):
Cu: -18.913 6.395 -21.224  1.70
Br: -19.031 5.220 -18.796  0.38
O: -19.853 10.027 -18.393  -0.01
S: -18.660 9.467 -19.003  0.09
O: -18.687 8.458 -20.021  -0.15
O: -17.601 10.726 -19.408  -0.01
C: -18.095 12.041 -19.395  0.00
C: -18.925 12.471 -20.607  0.00
C: -17.674 8.704 -17.548  0.00
H: -17.211 12.678 -19.381  0.00
H: -18.496 12.194 -18.393  0.00
H: -19.755 11.798 -20.822  0.00
H: -18.325 12.424 -21.516  0.00
H: -19.215 13.481 -20.318  0.00
H: -17.896 7.638 -17.490  0.00
H: -17.975 9.165 -16.607  0.00
H: -16.626 8.984 -17.655  0.00



Entry 2:
The following is a DFT calculation (ωB97M-V with the def2-TZVPD basis set) of the ion C3H8BrN2 with charge +1.

## Properties
Kohn-Sham gap: 9.334 eV
net charge: +1
SMILES string: CN/C(Br)=[NH+]/C
ΔE to the lowest compared entry with this formula, charge and spin: 63.07 kcal per mole

Each line ends with the Löwdin charge.
Geometry (Å):
C: -0.504 0.919 1.865  -0.12
N: -0.857 -0.390 1.441  -0.06
C: -0.309 -1.293 0.218  -0.57
Br: -1.387 -2.750 -0.308  0.92
N: 0.539 -0.677 -0.508  -0.03
C: 1.147 -1.128 -1.777  0.00
H: 0.604 1.099 1.665  0.10
H: -1.264 1.679 1.637  0.10
H: -0.393 0.959 2.987  0.11
H: -1.650 -0.759 1.930  0.10
H: 1.072 0.163 -0.178  0.17
H: 2.126 -0.684 -1.675  0.11
H: 0.562 -0.814 -2.620  0.10
H: 0.933 -2.202 -1.804  0.07



Entry 3:
The following is a DFT calculation (ωB97M-V with the def2-TZVPD basis set) of a structure of composition C3H8BrN2.

## Properties
Kohn-Sham gap (spin up / spin down): 7.579 / 7.581 eV
net charge: +1
ΔE to the lowest compared entry with this formula, charge and spin: 57.33 kcal per mole

Each line ends with the Löwdin charge.
Geometry (Å):
C: -0.536 -0.217 -1.376  -0.29
C: 0.444 0.122 1.665  -0.03
C: 0.620 0.526 -0.804  -0.12
N: -0.865 -1.376 -0.840  0.14
N: 1.013 0.597 0.452  -0.01
Br: -1.777 1.851 -0.374  0.25
H: -0.913 -0.094 -2.468  0.17
H: -0.192 -0.724 1.363  0.08
H: 1.260 -0.119 2.377  0.13
H: 0.056 0.971 2.213  0.11
H: 1.217 1.105 -1.565  0.17
H: -1.556 -1.966 -1.297  0.15
H: -0.695 -1.581 0.153  0.11
H: 1.924 0.904 0.501  0.13



Entry 4:
The following is a DFT calculation (ωB97M-V with the def2-TZVPD basis set) of the ion C3H8BrN2 with charge +1.

## Properties
Kohn-Sham gap: 8.836 eV
net charge: +1
SMILES string: BrN1CC[NH2+]C1
ΔE to the lowest compared entry with this formula, charge and spin: 73.26 kcal per mole

Each line ends with the Löwdin charge.
Geometry (Å):
Br: -1.790 -1.399 -2.036  0.63
N: -0.349 -1.126 -0.607  -0.43
C: 0.952 -0.482 -0.785  -0.19
C: 0.829 0.899 -0.056  -0.03
N: -0.580 0.858 0.633  0.09
C: -0.813 -0.610 0.681  -0.23
H: 1.304 -0.396 -1.780  0.12
H: 1.689 -1.076 -0.305  0.11
H: 1.571 0.858 0.742  0.13
H: 0.888 1.673 -0.781  0.12
H: -0.611 1.203 1.688  0.25
H: -1.113 1.355 0.048  0.10
H: -1.893 -0.819 1.078  0.18
H: -0.084 -0.938 1.480  0.16



Entry 5:
The following is a DFT calculation (ωB97M-V with the def2-TZVPD basis set) of a cluster of 2 separate species, C3H8Cl2N in total.

## Properties
Kohn-Sham gap (spin up / spin down): 6.262 / 10.182 eV
net charge: +1
ΔE to the lowest compared entry with this formula, charge and spin: 99.36 kcal per mole

Each line ends with the Löwdin charge.
Geometry (Å):
C: -0.539 1.405 -1.988  -0.02
C: -0.291 -0.535 -0.595  -0.02
C: 1.519 -1.568 3.063  -1.10
N: -0.800 0.816 -0.718  -0.09
Cl: 0.325 -1.848 4.188  0.64
Cl: 1.227 -0.645 1.677  0.63
H: 0.561 1.473 -1.913  0.13
H: -1.008 0.712 -2.806  0.17
H: -0.933 2.311 -1.930  0.06
H: 0.625 -0.835 -1.104  0.09
H: -0.855 -1.340 -0.234  0.06
H: 2.391 -2.304 2.998  0.06
H: -0.413 1.545 -0.049  0.21
H: -1.809 0.813 -0.588  0.18



Entry 6:
The following is a DFT calculation (ωB97M-V with the def2-TZVPD basis set) of a cluster of 2 separate species, C3H8Cl2NP in total.

## Properties
Kohn-Sham gap (spin up / spin down): 6.711 / 8.228 eV
net charge: 0
ΔE to the lowest compared entry with this formula, charge and spin: 61.28 kcal per mole

Each line ends with the Löwdin charge.
Geometry (Å):
C: 0.064 1.157 -1.258  -0.19
C: 1.549 0.749 0.764  -0.17
C: -1.558 -2.185 -0.096  -0.55
N: 0.232 0.825 0.122  -0.60
P: -1.198 0.749 0.933  0.47
Cl: -0.854 -2.340 -1.681  0.48
Cl: -0.594 -0.073 2.592  0.22
H: 0.851 1.856 -1.502  0.08
H: 0.093 0.200 -1.768  0.03
H: -0.904 1.601 -1.541  0.07
H: 2.356 0.445 0.030  0.10
H: 1.979 1.694 1.209  0.09
H: 1.408 0.028 1.563  -0.02
H: -0.773 -2.309 0.646  -0.03
H: -2.652 -2.398 -0.014  0.02



Entry 7:
The following is a DFT calculation (ωB97M-V with the def2-TZVPD basis set) of a structure of composition C3H8Cl3FeO2.

## Properties
Kohn-Sham gap (spin up / spin down): 5.879 / 3.478 eV
multiplicity: 6
net charge: +2

Each line ends with the Mulliken spin population.
Geometry (Å):
Fe: -3.012 1.977 1.378  3.77
Cl: -1.992 0.603 0.646  0.19
C: 0.629 1.298 -0.990  0.12
C: 2.023 0.814 -1.504  0.08
O: 2.995 0.938 -0.521  0.62
O: 0.323 0.564 0.204  0.17
H: -0.094 1.020 -1.756  0.00
H: 0.488 2.357 -0.772  0.02
H: 2.376 1.522 -2.255  0.00
H: 2.023 -0.185 -1.939  0.06
H: 2.785 0.452 0.280  -0.01
H: -0.618 0.398 0.291  -0.03
C: -1.637 -2.261 1.310  0.01
Cl: -0.268 -2.241 2.474  0.01
Cl: -2.565 -3.722 1.448  0.01
H: -2.250 -1.363 1.391  0.00
H: -1.207 -2.170 0.313  0.00



Entry 8:
The following is a DFT calculation (ωB97M-V with the def2-TZVPD basis set) of the molecule C3H8Cl3NSi.

## Properties
Kohn-Sham gap: 9.508 eV
net charge: 0
SMILES string: CCN(C)[Si](Cl)(Cl)Cl

Each line ends with the Löwdin charge.
Geometry (Å):
C: -1.039 0.732 -0.052  -0.10
C: -0.509 -0.610 -0.409  -0.37
N: 0.777 -0.569 -1.039  -0.31
C: 1.753 0.172 -0.166  -0.12
Si: 0.826 -0.186 -2.854  -0.70
Cl: -0.066 1.522 -3.486  0.34
Cl: 0.338 -2.009 -3.507  0.37
Cl: 2.748 0.039 -3.470  0.32
H: -1.033 0.909 0.965  0.05
H: -0.458 1.463 -0.702  0.07
H: -2.024 0.897 -0.397  0.06
H: -0.512 -1.141 0.534  0.11
H: -1.203 -1.190 -0.993  0.09
H: 1.401 0.159 0.783  0.04
H: 2.736 -0.287 -0.312  0.08
H: 1.884 1.189 -0.470  0.06



Entry 9:
The following is a DFT calculation (ωB97M-V with the def2-TZVPD basis set) of the molecule C3H8ClFNPS.

## Properties
Kohn-Sham gap (spin up / spin down): 7.558 / 7.557 eV
net charge: 0
SMILES string: CN(C)P(Cl)SCF
ΔE to the lowest compared entry with this formula, charge and spin: 61.96 kcal per mole

Each line ends with the Löwdin charge.
Geometry (Å):
C: -0.846 -2.116 0.867  -0.12
N: -0.733 -1.086 -0.153  -0.62
C: -1.898 -0.286 -0.352  -0.20
P: 0.567 -1.015 -1.170  0.45
Cl: 0.011 -0.059 -2.830  0.22
S: 1.254 1.098 0.244  0.36
C: 2.585 2.521 0.444  -0.48
F: 2.466 3.380 -0.672  -0.13
H: -1.879 -2.618 0.850  0.12
H: -0.124 -2.935 0.445  0.09
H: -0.562 -1.609 1.713  0.05
H: -2.416 -0.404 -1.368  0.09
H: -2.713 -0.393 0.439  0.12
H: -1.495 0.678 -0.391  0.01
H: 3.499 1.922 0.612  0.05
H: 2.283 2.921 1.323  0.00



Entry 10:
The following is a DFT calculation (ωB97M-V with the def2-TZVPD basis set) of the ion C3H8ClN3 with charge +2.

## Properties
Kohn-Sham gap: 10.625 eV
net charge: +2
SMILES string: C/[NH+]=C(\Cl)NC=[NH2+]
ΔE to the lowest compared entry with this formula, charge and spin: 36.04 kcal per mole

Each line ends with the Löwdin charge.
Geometry (Å):
C: 1.475 1.701 -1.810  -0.05
N: 1.067 0.669 -0.970  0.04
C: -0.040 0.512 -0.377  -0.50
Cl: -1.441 1.397 -0.678  0.97
N: -0.260 -0.770 0.590  0.12
C: -1.318 -1.088 1.282  -0.15
N: -1.465 -1.988 2.250  0.25
H: 1.106 2.839 -1.782  0.18
H: 1.309 1.438 -2.822  0.12
H: 2.511 1.921 -1.653  0.11
H: 1.967 0.175 -0.885  0.22
H: 0.611 -1.384 0.838  0.23
H: -2.225 -0.675 0.881  0.14
H: -2.430 -2.023 2.659  0.19
H: -0.866 -2.722 2.478  0.13



Entry 11:
The following is a DFT calculation (ωB97M-V with the def2-TZVPD basis set) of a cluster of 2 separate species, C3H8ClNS2 in total.

## Properties
Kohn-Sham gap: 8.439 eV
net charge: 0
SMILES string: NCCCl.S=CS

Each line ends with the Löwdin charge.
Geometry (Å):
N: 1.295 2.596 -0.215  -0.02
C: 1.224 1.205 -0.636  -0.38
C: -0.095 0.589 -0.211  -0.68
Cl: -1.474 1.321 -1.097  0.53
H: 2.198 2.987 -0.460  0.07
H: 0.595 3.138 -0.718  0.05
H: 2.017 0.651 -0.121  0.11
H: 1.359 1.040 -1.717  0.10
H: -0.122 -0.482 -0.424  0.00
H: -0.272 0.767 0.854  0.03
S: -1.915 -1.163 1.303  0.69
C: -1.802 -2.775 1.249  -1.10
S: -0.593 -3.743 0.468  0.74
H: -2.541 -3.411 1.742  0.00
H: 0.128 -2.720 -0.017  -0.14



Entry 12:
The following is a DFT calculation (ωB97M-V with the def2-TZVPD basis set) of a structure of composition C3H8CsO.

## Properties
Kohn-Sham gap: 8.818 eV
net charge: +1
ΔE to the lowest compared entry with this formula, charge and spin: 13.91 kcal per mole

Each line ends with the Löwdin charge.
Geometry (Å):
Cs: 28.425 30.038 -13.882  0.97
C: 27.640 30.582 -8.683  -0.06
C: 27.230 32.052 -8.442  -0.47
C: 28.166 32.735 -7.416  -0.05
O: 27.384 32.763 -9.670  -0.08
H: 28.644 30.506 -9.100  0.08
H: 26.922 30.145 -9.377  0.07
H: 27.491 30.013 -7.766  0.08
H: 26.162 32.039 -8.224  0.13
H: 28.131 32.280 -6.426  0.08
H: 27.930 33.779 -7.213  0.07
H: 29.185 32.709 -7.802  0.08
H: 26.917 33.589 -9.521  0.09



Entry 13:
The following is a DFT calculation (ωB97M-V with the def2-TZVPD basis set) of a structure of composition C3H8F2MnN2O2S.

## Properties
Kohn-Sham gap (spin up / spin down): 2.547 / 2.445 eV
multiplicity: 6
net charge: +2

Each line ends with the Mulliken spin population.
Geometry (Å):
N: -2.358 0.665 -0.259  0.00
C: -2.179 -0.784 0.017  0.00
C: -0.684 -1.105 0.411  0.00
C: 0.368 -0.799 -0.726  0.00
N: 0.952 0.582 -0.677  0.00
F: 1.935 0.581 -1.667  0.00
S: 1.844 0.866 0.792  0.01
O: 3.139 1.638 0.554  0.09
O: 1.057 1.595 1.810  0.01
F: 2.216 -0.574 1.457  0.00
H: -3.275 0.758 -0.704  0.00
H: -1.640 1.000 -0.901  0.00
H: -2.496 -1.458 -0.827  0.00
H: -2.870 -1.024 0.880  0.00
H: -0.619 -2.216 0.610  0.00
H: -0.482 -0.592 1.391  0.00
H: -0.090 -0.900 -1.757  0.00
H: 1.199 -1.567 -0.700  0.00
Mn: 3.982 3.334 0.298  4.88



Entry 14:
The following is a DFT calculation (ωB97M-V with the def2-TZVPD basis set) of a cluster of 2 separate species, C3H8F2N2 in total.

## Properties
Kohn-Sham gap (spin up / spin down): 5.443 / 5.445 eV
net charge: 0
ΔE to the lowest compared entry with this formula, charge and spin: 99.61 kcal per mole

Each line ends with the Löwdin charge.
Geometry (Å):
C: -2.832 -0.475 -0.659  -0.10
C: 1.833 0.167 -0.169  -0.19
C: -1.326 -0.180 -0.322  -0.40
N: 2.416 1.333 -0.029  0.14
N: 1.892 -0.740 0.871  0.15
F: -0.891 -0.942 0.817  -0.16
F: -1.192 1.183 0.114  -0.15
H: -3.364 -0.684 0.230  0.04
H: -3.031 -1.333 -1.282  0.05
H: -3.323 0.236 -1.226  0.03
H: 1.166 -0.088 -1.032  0.11
H: 2.924 1.495 0.872  0.15
H: 2.465 1.823 -0.956  0.16
H: 1.287 -1.466 0.978  0.05
H: 1.976 -0.330 1.793  0.12



Entry 15:
The following is a DFT calculation (ωB97M-V with the def2-TZVPD basis set) of a cluster of 2 separate species, C3H8F3NSi in total.

## Properties
Kohn-Sham gap: 8.338 eV
net charge: 0
SMILES string: C=[Si](C)N.FC(F)F
ΔE to the lowest compared entry with this formula, charge and spin: 23.33 kcal per mole

Each line ends with the Löwdin charge.
Geometry (Å):
C: 0.448 1.141 -1.627  -0.24
Si: 1.141 0.300 -0.217  0.58
C: 0.933 -1.471 0.495  -0.20
N: 2.145 1.148 0.894  -0.10
H: 0.922 2.022 -2.021  -0.06
H: -0.218 0.489 -2.207  -0.06
H: 1.864 -1.934 0.829  0.03
H: 0.191 -1.381 1.337  0.04
H: 0.491 -1.952 -0.354  0.00
H: 2.409 2.050 0.583  0.01
H: 2.102 0.888 1.903  0.06
F: -3.426 0.631 -0.243  0.12
C: -2.448 -0.237 0.022  -0.50
F: -3.045 -1.374 0.543  0.05
F: -1.694 0.206 0.992  0.10
H: -1.815 -0.526 -0.930  0.17



Entry 16:
The following is a DFT calculation (ωB97M-V with the def2-TZVPD basis set) of the ion C3H8FN2 with charge +1.

## Properties
Kohn-Sham gap (spin up / spin down): 5.574 / 9.057 eV
multiplicity: 3
net charge: +1
ΔE to the lowest compared entry with this formula, charge and spin: 53.40 kcal per mole

Each line ends with the Mulliken spin population.
Geometry (Å):
C: -1.062 1.096 -0.067  0.11
C: -1.363 -0.313 -0.408  0.59
C: 0.215 -0.733 0.463  0.64
N: 1.147 -1.548 -0.095  0.46
N: 0.311 0.878 0.377  0.20
F: -2.439 -0.852 0.259  0.07
H: -1.092 1.936 -0.880  0.02
H: -1.719 1.467 0.796  0.00
H: -1.548 -0.674 -1.418  0.04
H: 0.027 -1.004 1.432  0.00
H: 1.304 -1.323 -1.063  -0.05
H: 1.280 -2.506 0.013  0.00
H: 1.042 1.140 -0.338  -0.03
H: 0.698 1.426 1.172  -0.05



Entry 17:
The following is a DFT calculation (ωB97M-V with the def2-TZVPD basis set) of a structure of composition C3H8I2NO.

## Properties
Kohn-Sham gap: 8.388 eV
net charge: +1
ΔE to the lowest compared entry with this formula, charge and spin: 37.88 kcal per mole

Each line ends with the Löwdin charge.
Geometry (Å):
C: -0.315 0.755 -1.324  -0.18
C: -0.698 0.018 1.083  -0.52
C: -1.216 0.297 -0.256  -1.06
N: 2.247 -0.757 -0.186  0.03
O: -1.278 0.163 2.198  0.09
I: -3.209 1.052 -0.165  1.03
I: -1.173 -2.051 -0.170  1.08
H: 0.287 1.509 -0.863  0.09
H: 0.437 -0.101 -1.368  0.05
H: -0.872 1.009 -2.241  0.10
H: 0.398 -0.175 1.017  0.09
H: 2.225 0.094 0.389  0.04
H: 2.854 -0.693 -0.956  0.03
H: 2.538 -1.365 0.563  0.04
H: -2.225 0.245 2.279  0.09



| no. | DFT total energy (Ha) | largest force on an atom (hartree/bohr) |
| --- | --- | --- |
| 1 | -4957.3625 | 0.087 |
| 2 | -2802.3040 | 0.152 |
| 3 | -2802.3131 | 0.063 |
| 4 | -2802.2878 | 0.127 |
| 5 | -1093.8106 | 0.106 |
| 6 | -1435.4960 | 0.054 |
| 7 | -2912.8963 | 0.146 |
| 8 | -1844.0696 | 0.083 |
| 9 | -1473.3840 | 0.108 |
| 10 | -742.8450 | 0.122 |
| 11 | -1430.3885 | 0.023 |
| 12 | -214.2677 | 0.025 |
| 13 | -2127.1225 | 0.121 |
| 14 | -428.1966 | 0.090 |
| 15 | -762.9209 | 0.064 |
| 16 | -327.9517 | 0.126 |
| 17 | -844.1607 | 0.063 |